(1)
ORCA calculation (ωB97M-V/def2-TZVPD) on C17H12Br2IrN4O4SbSe4 as an isolated structure.

Geometry as XYZ:
```
45
Properties=species:S:1:pos:R:3:forces:R:3
Ir -0.747 0.849 1.042 -0.1 0.1 0.2
Sb 1.152 3.263 -1.661 0.0 -0.1 -0.1
Br 5.766 1.052 2.392 0.0 0.0 0.0
Br 1.114 -5.318 2.918 0.0 0.0 0.0
Se -0.963 3.013 -0.121 0.0 0.0 0.0
Se 2.491 1.189 -1.729 0.0 0.0 0.1
Se 2.394 5.044 -0.515 0.0 0.1 0.0
Se 0.209 3.782 -3.846 0.0 0.0 0.0
O -0.574 0.013 -0.799 0.1 0.0 0.1
O -1.090 1.717 2.886 0.0 0.0 -0.2
O -2.699 0.449 0.539 0.0 0.0 0.0
O -2.081 -0.091 3.823 0.0 0.1 0.0
N -1.783 -0.058 -1.336 -0.1 0.0 0.0
N -0.332 -1.066 1.820 0.1 -0.1 -0.1
N 1.209 1.043 1.565 0.0 0.0 -0.1
N -2.856 0.140 -0.708 0.1 0.0 0.0
C -0.693 -0.029 -3.482 0.0 0.0 -0.1
C -1.216 -2.052 1.963 0.1 0.0 0.0
C -2.953 -0.904 -3.310 0.0 0.0 0.0
C 3.254 2.247 1.784 0.1 -0.1 0.0
C 0.520 -3.574 2.468 0.0 0.0 0.0
C -0.831 -3.337 2.287 -0.1 0.0 0.0
C 1.445 -2.562 2.332 0.0 0.0 0.0
C -2.959 -1.146 -4.672 0.0 0.0 0.0
C 0.976 -1.295 2.001 0.0 0.0 0.0
C -1.844 -0.830 -5.444 0.0 0.0 0.0
C -1.817 -0.344 -2.742 0.0 0.0 0.0
C 3.201 -0.125 2.131 0.0 0.0 0.0
C 1.843 -0.102 1.880 0.1 -0.1 0.0
C 1.891 2.185 1.539 -0.1 0.1 0.0
C -0.723 -0.274 -4.849 0.0 0.0 0.1
C -1.680 1.070 3.818 -0.1 -0.1 0.1
C 3.900 1.071 2.075 0.0 0.0 0.0
H 1.340 3.087 1.289 0.0 -0.1 0.0
H -1.564 -4.122 2.398 0.0 0.0 0.0
H -2.248 -1.768 1.820 0.0 0.0 0.0
H 2.496 -2.753 2.474 0.0 0.0 0.0
H 0.186 0.395 -3.006 0.0 0.0 0.0
H 3.712 -1.045 2.367 0.0 0.0 0.0
H -3.838 -1.579 -5.134 0.0 0.0 0.0
H 0.139 0.007 -5.439 0.0 0.0 0.0
H -1.824 1.697 4.719 0.0 0.0 0.0
H 3.750 3.200 1.666 0.0 0.0 0.0
H -3.810 -1.129 -2.692 0.0 0.0 0.0
H -1.860 -1.010 -6.512 0.0 0.0 0.0
```
Forces are in eV/Å.

Output
**Gap between HOMO and LUMO**: 4.383 eV
**Net charge**: -2
**Spin multiplicity**: 1


(2)
ORCA calculation (ωB97M-V/def2-TZVPD) on C17H12BrCsN4O2 as an isolated structure at a distorted geometry.

Geometry as XYZ:
```
37
Properties=species:S:1:pos:R:3:forces:R:3
Cs -0.016 -0.040 -0.107 1.2 1.3 -1.2
Br 0.943 0.319 -4.355 0.0 0.1 0.2
O -2.827 -3.279 1.958 0.0 0.0 0.1
O -2.000 -1.683 3.933 -0.1 -0.1 0.0
N 1.861 1.915 -2.276 0.1 0.1 0.0
N 0.125 0.829 2.612 0.1 0.1 -0.1
N -1.392 -1.437 1.672 -0.8 -0.8 1.1
N -1.428 -2.193 -1.121 -0.2 -0.4 -0.2
C 2.692 2.536 -4.441 0.0 0.0 0.1
C 3.415 3.573 -3.887 0.0 0.1 0.0
C -2.881 -4.011 -0.645 0.0 0.0 0.0
C -1.414 -1.128 3.023 0.2 0.2 -0.1
C 1.940 1.752 -3.572 0.0 -0.1 -0.4
C -0.572 0.116 3.492 -0.2 -0.5 -0.6
C -0.583 0.441 4.842 0.0 0.0 0.0
C 0.878 2.274 4.345 0.1 0.1 -0.2
C -1.434 -2.530 -2.414 -0.2 -0.1 0.4
C 0.835 1.882 3.019 -0.2 -0.2 0.4
C -2.140 -2.534 1.285 0.1 0.0 -0.3
C -2.888 -4.361 -1.983 0.0 0.0 0.1
C 3.355 3.777 -2.512 0.0 0.0 -0.1
C -2.153 -3.611 -2.890 0.1 0.1 -0.2
C 2.571 2.928 -1.759 -0.1 -0.1 0.1
C -2.132 -2.911 -0.248 0.3 0.5 0.6
C 0.152 1.533 5.268 -0.1 0.0 0.1
H 2.699 2.329 -5.500 0.0 0.0 0.0
H 1.382 2.422 2.252 0.0 0.0 0.0
H 2.502 3.058 -0.684 0.0 0.0 0.0
H -3.464 -5.216 -2.315 0.0 0.0 0.0
H -3.429 -4.550 0.114 0.0 0.0 0.0
H 1.467 3.135 4.633 0.0 0.0 0.1
H 3.902 4.575 -2.031 0.0 0.0 0.0
H -0.838 -1.901 -3.068 0.0 -0.1 -0.1
H 0.158 1.805 6.316 0.0 0.0 0.0
H -2.132 -3.853 -3.944 0.0 0.0 0.0
H 4.016 4.213 -4.519 0.0 0.0 0.0
H -1.169 -0.175 5.508 0.0 0.0 0.0
```
Forces are in eV/Å.

Output
**Gap between HOMO and LUMO**: 7.815 eV
**Net charge**: 0
**Spin multiplicity**: 1


(3)
ORCA calculation (ωB97M-V/def2-TZVPD) on C17H12Cl2MgN4O6 as an isolated structure.

Geometry as XYZ:
```
42
Properties=species:S:1:pos:R:3:forces:R:3
Cl 5.504 -2.005 -0.682 0.0 0.0 0.0
Cl 2.748 -6.193 -2.634 0.0 0.0 0.0
Mg 1.040 -0.371 0.688 0.1 0.1 0.0
O -2.091 7.482 -1.587 0.0 0.0 0.0
O 0.670 -0.620 2.632 0.0 0.0 0.1
O -0.879 0.593 0.272 -0.1 -0.2 0.0
O 2.802 -1.009 0.166 -0.1 0.0 0.0
O -3.964 6.433 -1.744 0.0 0.0 0.0
O 1.044 1.649 0.299 0.1 0.0 0.0
N -1.545 -0.218 2.913 0.1 0.0 0.1
N -2.774 6.483 -1.508 0.0 0.0 0.0
N -0.210 -0.905 4.679 0.0 0.0 0.0
N 0.460 -2.222 -0.259 0.2 0.0 0.0
C -0.749 5.256 -0.830 0.0 0.1 0.0
C -0.195 1.649 0.110 -0.1 0.2 0.0
C -0.712 -2.775 -0.462 0.0 0.0 0.0
C -2.107 5.231 -1.091 0.0 0.0 0.0
C 2.752 -4.659 -1.808 0.0 0.0 0.0
C 1.587 -2.851 -0.701 0.1 0.1 0.1
C 2.827 -2.143 -0.447 -0.2 -0.1 -0.1
C -0.876 2.912 -0.315 0.0 0.0 0.0
C 3.930 -4.008 -1.588 0.1 0.1 0.0
C 1.533 -4.090 -1.369 0.0 -0.1 0.0
C -2.240 2.913 -0.586 0.0 0.0 0.0
C 0.256 -4.663 -1.557 0.1 0.0 0.0
C -2.868 4.081 -0.980 -0.1 0.0 0.0
C -0.859 -4.013 -1.109 0.0 0.0 0.0
C -0.132 4.080 -0.440 0.0 0.0 0.0
C 3.970 -2.771 -0.923 0.0 -0.1 0.0
C -0.332 -0.579 3.370 0.0 0.0 -0.1
H -3.924 4.117 -1.202 0.0 0.0 0.0
H -0.202 6.180 -0.936 0.0 0.0 0.0
H 0.928 4.048 -0.229 0.0 0.0 0.0
H -1.015 -1.132 5.235 0.0 0.0 0.0
H -2.795 1.990 -0.493 0.0 0.0 0.0
H 0.179 -5.616 -2.064 0.0 0.0 0.0
H 0.675 -1.297 4.951 0.0 0.0 0.0
H -2.291 -0.017 3.553 0.0 0.0 0.0
H 4.863 -4.437 -1.927 0.0 0.0 0.0
H -1.847 -4.428 -1.249 0.0 0.0 0.0
H -1.575 -2.221 -0.111 0.0 0.0 0.0
H -1.583 0.145 1.963 0.0 0.0 0.0
```
Forces are in eV/Å.

Output
**Gap between HOMO and LUMO**: 6.750 eV
**Net charge**: 0
**Spin multiplicity**: 1


(4)
ORCA calculation (ωB97M-V/def2-TZVPD) on C17H12CoF5GeN2O7 as an isolated structure.

Geometry as XYZ:
```
45
Properties=species:S:1:pos:R:3:forces:R:3
Ge 2.656 1.885 0.642 0.0 -0.1 0.1
Co 0.346 0.016 -1.131 -0.1 0.0 -0.2
F 4.406 -3.637 -1.627 0.0 0.0 0.0
F 1.917 -3.852 2.367 0.0 0.0 0.0
F 0.299 -1.914 1.478 0.0 0.0 -0.1
F 2.808 -1.690 -2.536 0.0 0.0 0.0
F 3.987 -4.730 0.829 0.0 0.0 0.0
O -0.775 -0.217 -2.748 0.2 -0.1 0.0
O -4.126 0.557 2.826 0.0 -0.1 0.1
O -2.294 1.487 2.203 0.0 0.0 0.0
O -7.503 -0.102 -0.411 0.0 0.1 0.0
O -1.315 0.387 -0.042 0.0 0.0 0.1
O -2.575 -0.365 -4.038 0.0 -0.1 0.0
O -6.986 -0.528 -2.455 0.0 0.0 0.0
N -6.677 -0.235 -1.308 0.3 -0.1 0.0
N -3.297 0.851 1.969 0.0 0.1 -0.3
C 4.153 0.671 1.080 0.0 -0.1 0.0
C -2.970 -0.040 -1.732 0.2 0.0 0.1
C -4.304 -0.194 -1.993 0.0 0.0 0.0
C -5.275 -0.058 -0.994 -0.3 0.0 -0.2
C 1.797 1.394 -0.986 0.1 0.1 -0.2
C -2.032 -0.229 -2.941 -0.2 0.2 0.1
C 1.305 -2.300 0.650 0.0 -0.1 0.2
C 1.428 1.834 2.167 0.0 0.0 0.0
C -3.585 0.456 0.584 0.1 0.0 0.2
C 1.465 -1.700 -0.580 -0.2 -0.1 0.2
C 2.120 -3.304 1.151 0.0 0.0 -0.1
C 2.527 -2.193 -1.304 0.1 0.0 -0.2
C -4.915 0.263 0.296 0.0 0.0 0.1
C 3.474 3.687 0.610 0.0 0.1 0.0
C -2.519 0.283 -0.383 0.0 -0.1 -0.2
C 3.171 -3.755 0.376 0.0 0.0 0.0
C 3.379 -3.193 -0.869 0.0 0.0 0.0
H 4.828 0.580 0.227 0.0 0.0 0.0
H 0.822 0.927 2.131 0.0 0.0 0.0
H 2.707 4.448 0.458 0.0 0.0 0.0
H 3.998 3.901 1.545 0.0 0.0 0.0
H 4.718 1.044 1.939 0.0 0.0 0.0
H 4.189 3.752 -0.212 0.0 0.0 0.0
H 1.972 1.861 3.115 0.0 0.0 0.0
H 2.406 1.647 -1.862 0.0 0.1 0.0
H 0.740 2.680 2.134 0.0 0.0 0.0
H 3.773 -0.325 1.317 0.0 0.0 0.0
H -5.657 0.377 1.070 0.0 0.0 0.0
H -4.586 -0.428 -3.009 0.0 0.0 0.0
```
Forces are in eV/Å.

Output
**Gap between HOMO and LUMO (alpha / beta)**: 6.291 / 7.705 eV
**Net charge**: -2
**Spin multiplicity**: 5


In the order shown, the computed electronic energy values come out to -16273.46441; -3618.70638; -2446.15942; -5250.07146 hartree.
In the order shown, the computed relative energy (zero: lowest compared OMol25 entry of this formula, charge and spin) values come out to 0.00; 11.58; 0.00; 0.00 kcal per mole.
In the order shown, the computed molecular weight values come out to 1125.9; 517.1; 463.5; 582.8 g/mol.